Computed, not measured: 2 unconnected molecules or ions with the total composition C6H10FN in a non-equilibrium geometry, with the ωB97M-V functional and the def2-TZVPD basis.

Element x y z (Å)
C1 0.978 1.596 -0.392
C2 0.129 0.521 0.144
C3 0.408 0.172 1.723
C4 -0.352 -1.671 -0.480
C5 -1.621 -0.881 -0.674
C6 -1.254 0.303 -0.260
H1 0.717 1.564 -1.331
H2 2.008 1.180 -0.372
H3 1.002 2.651 0.187
H4 1.567 -0.175 1.811
H5 0.282 1.089 2.412
H6 0.533 -0.230 -1.990
H7 -0.065 -2.316 -1.300
H8 -0.373 -2.299 0.353
H9 -2.601 -1.328 -1.023
H10 -1.713 1.346 -0.288
N1 0.857 -0.602 -0.642
F1 -0.502 -0.919 2.123

Atomic forces in eV per Å
C 2.2727 3.3450 6.3354
C 3.1128 -3.5734 1.4153
C 1.0545 -0.2616 -0.6543
C 2.1133 0.2031 -3.9087
C -0.0916 -1.3963 0.0867
C -2.1783 5.2744 -0.1153
H -1.2137 1.3405 -5.2429
H -0.4744 0.6201 0.2407
H -0.4115 -2.1933 -1.6663
H -2.9788 0.4696 -0.1489
H -0.2637 -1.6320 -1.0653
H 1.2285 -1.3574 4.8481
H -0.6743 -0.5213 -0.4036
H 0.4928 -0.4030 1.7954
H 1.3883 0.9787 0.5373
H -0.7433 -1.7874 0.0132
N -4.5055 -1.3170 -1.9383
F 1.8721 2.2111 -0.1285

The orbital gap is 10.14 eV. The value obtained for the energy above the lowest of the compared OMol25 structures with the same formula, charge and spin is 466.3 kJ/mol. The total energy comes out at -10586.2369 eV. The HOMO energy is -9.3684 eV. Its spin multiplicity is 1.